No. 1
107
Properties=species:S:1:pos:R:3 method="wB97M-V/def2-TZVPD" smiles="CCB(O)[C@]1(C[C@@H](C)O)OC(=O)O[C@]1(I)B(C)O.COCCNCCOC.COCCNCCOC.COCCNCCOC" lumo_energy_ha=0.00556
C 2.892 1.093 -0.553
C 2.202 0.319 -1.689
B 0.646 0.199 -1.494
O 0.160 0.093 -0.208
C -0.411 0.117 -2.728
C -1.124 -1.237 -2.826
C -2.477 -1.438 -2.125
C -2.464 -1.398 -0.605
O -3.475 -0.508 -2.528
O 0.483 0.163 -3.918
C 0.695 1.449 -4.222
O 1.389 1.864 -5.086
O -0.025 2.236 -3.359
C -1.170 1.433 -2.983
I -2.375 1.382 -4.809
B -1.892 2.241 -1.791
C -3.390 2.671 -1.801
O -1.057 2.617 -0.771
H 2.610 0.709 0.429
H 2.631 2.152 -0.602
H 3.975 1.029 -0.652
H 2.487 0.768 -2.639
H 2.608 -0.703 -1.711
H 0.273 0.918 0.277
H -1.199 -1.468 -3.891
H -0.468 -1.999 -2.392
H -2.792 -2.446 -2.415
H -2.694 -0.398 -0.236
H -1.530 -1.766 -0.189
H -3.260 -2.053 -0.246
H -3.789 -0.724 -3.412
H -3.707 3.051 -0.824
H -4.066 1.875 -2.111
H -3.503 3.498 -2.510
H -1.565 2.741 0.038
C 1.945 -4.406 5.394
O 2.387 -3.219 4.772
C 3.634 -3.331 4.090
C 3.444 -3.239 2.592
N 2.758 -4.417 2.074
C 2.345 -4.304 0.681
C 1.355 -3.205 0.316
O 0.054 -3.388 0.842
C -0.133 -2.916 2.163
H 1.084 -4.147 6.009
H 1.641 -5.172 4.672
H 2.721 -4.830 6.040
H 4.141 -4.261 4.365
H 4.259 -2.494 4.406
H 4.423 -3.156 2.114
H 2.898 -2.307 2.391
H 1.945 -4.605 2.646
H 1.903 -5.259 0.386
H 3.244 -4.167 0.070
H 1.245 -3.221 -0.773
H 1.718 -2.203 0.577
H 0.486 -2.038 2.366
H 0.080 -3.684 2.911
H -1.183 -2.635 2.262
C 7.080 3.521 4.505
O 7.980 2.895 3.615
C 9.114 2.300 4.233
C 9.057 0.791 4.146
N 7.995 0.253 4.982
C 7.733 -1.169 4.804
C 7.262 -1.650 3.437
O 5.964 -1.211 3.079
C 5.888 0.079 2.502
H 6.361 4.070 3.901
H 6.537 2.801 5.128
H 7.597 4.227 5.163
H 9.197 2.624 5.275
H 10.000 2.649 3.697
H 10.015 0.383 4.486
H 8.943 0.528 3.085
H 7.144 0.771 4.807
H 6.971 -1.455 5.534
H 8.643 -1.720 5.063
H 7.202 -2.741 3.481
H 7.974 -1.406 2.639
H 6.779 0.311 1.913
H 5.745 0.861 3.254
H 5.019 0.089 1.843
C -6.182 3.739 -3.910
O -6.464 2.530 -3.237
C -7.297 2.658 -2.093
C -8.653 2.030 -2.331
N -9.423 2.791 -3.301
C -10.653 2.150 -3.749
C -10.546 0.818 -4.483
O -9.941 0.904 -5.759
C -8.528 0.852 -5.772
H -5.405 3.523 -4.642
H -7.058 4.138 -4.434
H -5.811 4.503 -3.219
H -7.402 3.710 -1.810
H -6.807 2.131 -1.269
H -9.201 2.006 -1.384
H -8.481 0.989 -2.641
H -8.841 2.984 -4.106
H -11.164 2.852 -4.414
H -11.303 2.008 -2.879
H -11.564 0.463 -4.661
H -10.043 0.053 -3.879
H -8.142 0.213 -4.973
H -8.074 1.843 -5.680
H -8.227 0.433 -6.732



No. 2
59
Properties=species:S:1:pos:R:3 method="wB97M-V/def2-TZVPD" total_charge=-1 lumo_energy_ha="0.09266 / 0.09266"
Cu 0.915 -0.697 0.128
O -2.541 -2.157 3.772
C -3.334 -1.983 2.699
C -4.713 -1.963 2.901
C -5.579 -1.837 1.830
C -5.085 -1.705 0.537
C -3.717 -1.688 0.334
C -2.826 -1.829 1.395
C -1.373 -1.771 1.109
O -0.972 -1.429 -0.040
N -0.545 -2.123 2.101
N 0.718 -1.812 1.772
C 1.729 -2.519 2.149
C 2.967 -2.230 1.476
C 4.203 -2.751 1.890
C 5.327 -2.515 1.134
C 5.219 -1.725 -0.011
C 3.974 -1.232 -0.350
N 2.865 -1.497 0.339
H -1.614 -2.256 3.426
H -5.087 -2.054 3.913
H -6.649 -1.852 2.005
H -5.761 -1.606 -0.302
H -3.293 -1.548 -0.651
H 1.651 -3.350 2.845
H 4.244 -3.342 2.796
H 6.282 -2.939 1.417
H 6.079 -1.513 -0.630
H 3.844 -0.618 -1.233
C -1.130 1.708 1.781
C -0.909 2.900 0.849
C 0.381 3.647 1.217
C -0.910 2.535 -0.627
C -1.893 3.095 -1.431
C -1.908 2.918 -2.806
C -0.880 2.192 -3.385
C 0.128 1.615 -2.626
C 1.245 0.897 -3.368
C 2.628 1.458 -3.016
C 1.174 -0.622 -3.174
C 0.104 1.718 -1.204
O 1.005 1.125 -0.455
H -1.148 2.033 2.826
H -0.324 0.988 1.658
H -2.078 1.215 1.558
H -1.743 3.594 1.001
H 1.238 2.996 1.049
H 0.370 3.958 2.266
H 0.493 4.535 0.590
H -2.664 3.702 -0.965
H -2.690 3.359 -3.414
H -0.850 2.080 -4.466
H 1.088 1.091 -4.435
H 2.825 1.325 -1.955
H 2.666 2.528 -3.232
H 3.406 0.961 -3.607
H 1.184 -0.877 -2.114
H 2.018 -1.121 -3.662
H 0.248 -1.010 -3.602



No. 3
26
Properties=species:S:1:pos:R:3 method="wB97M-V/def2-TZVPD" relative_energy_kcal_mol=21.5 total_charge=+1 lumo_energy_ha=-0.10797
C -0.286 -0.537 0.191
C 1.021 -0.792 1.004
C 2.008 0.234 0.451
C 0.809 -0.547 2.480
N -1.133 -1.780 0.083
H -0.838 0.064 0.901
H -0.054 -0.167 -0.784
H 1.345 -1.817 0.796
H 2.685 0.635 1.202
H 2.737 -0.079 -0.305
H 1.522 1.067 -0.044
H 0.505 0.468 2.707
H 1.699 -0.768 3.077
H 0.131 -1.270 2.958
H -0.598 -2.564 -0.290
H -1.591 -2.021 0.962
H -1.925 -1.664 -0.582
H -0.528 2.595 -0.987
H -1.874 2.521 -0.348
O -1.203 1.947 -0.740
H -3.564 -1.201 -2.302
H -3.219 -2.633 -2.494
O -3.228 -1.956 -1.796
H 2.686 3.519 -1.708
H 2.678 3.478 -0.212
O 2.564 2.899 -0.977



No. 4
44
Properties=species:S:1:pos:R:3 method="wB97M-V/def2-TZVPD" relative_energy_kcal_mol=53.3 smiles=CC(C)O.OCCO.OCCO.O.O.O.O lumo_energy_ha=0.00282
C -0.069 -4.223 2.594
C -0.460 -2.846 2.243
C -0.171 -1.728 3.278
O -0.015 -2.512 0.950
H -0.515 -4.916 1.880
H -0.334 -4.567 3.594
H 1.016 -4.287 2.513
H -1.549 -2.825 2.213
H 0.841 -1.337 3.168
H -0.374 -1.999 4.314
H -0.820 -0.877 3.067
H -0.293 -1.613 0.761
O 4.774 -0.872 -0.544
C 4.540 0.550 -0.372
C 3.034 0.860 -0.438
O 2.222 0.240 0.649
H 5.578 -1.105 -0.075
H 4.941 0.898 0.580
H 5.085 1.103 -1.137
H 2.603 0.512 -1.376
H 2.814 1.926 -0.498
H 1.473 0.790 0.890
O -1.951 0.564 0.451
C -1.869 -0.069 -0.803
C -2.243 0.800 -1.999
O -1.207 1.655 -2.346
H -1.109 1.018 0.538
H -0.904 -0.572 -0.870
H -2.577 -0.889 -0.917
H -3.180 1.348 -1.899
H -2.344 0.137 -2.858
H -0.745 1.164 -3.030
O -0.734 4.241 -2.156
H -0.827 3.293 -2.255
H -1.576 4.529 -1.803
O 0.173 2.211 1.000
H 0.847 2.786 0.638
H -0.626 2.738 0.984
O -4.455 1.748 0.893
H -3.662 1.222 0.797
H -5.156 1.106 1.008
O -0.157 0.223 -4.302
H 0.421 -0.517 -4.117
H -0.439 0.087 -5.206



No. 5
19
Properties=species:S:1:pos:R:3 method="wB97M-V/def2-TZVPD" relative_energy_kcal_mol=5.5 total_charge=-1 lumo_energy_ha=0.14982
C 0.785 0.437 0.227
N -0.431 1.246 0.151
C -0.638 1.815 -1.217
O -0.489 0.959 -2.255
C 0.914 -0.213 1.619
C -0.063 -1.382 1.767
H 0.774 -0.377 -0.508
H 1.601 1.111 -0.013
H -1.233 0.623 0.248
H -1.678 2.189 -1.187
H 0.044 2.670 -1.302
H 0.644 0.566 2.324
H 1.932 -0.568 1.781
H 0.405 -2.335 1.542
H -0.539 -1.449 2.742
H -0.905 -1.295 1.081
H 0.158 -1.863 -2.645
H -0.649 -0.549 -2.170
O -0.631 -1.582 -2.183



No. 6
11
Properties=species:S:1:pos:R:3 method="wB97M-V/def2-TZVPD" relative_energy_kcal_mol=77.0 smiles="O=CC1=CN=CC1=O" lumo_energy_ha=-0.06919
O 2.652 -0.369 -0.748
C 1.990 0.281 0.057
C 0.418 0.250 0.117
C -0.572 0.816 0.853
N -1.866 0.204 0.719
C -1.652 -0.763 -0.122
C -0.287 -0.498 -0.704
O -0.079 -1.043 -1.823
H 2.511 0.927 0.716
H -0.711 1.825 1.581
H -2.404 -1.630 -0.646



No. 7
21
Properties=species:S:1:pos:R:3 method="wB97M-V/def2-TZVPD" relative_energy_kcal_mol=50.8 smiles=[NH3+][C@H](c1ccccc1)C(Cl)Cl total_charge=+1 lumo_energy_ha=-0.12061
N -0.301 -1.152 1.958
C -0.997 -0.520 0.865
C -0.113 -0.056 -0.216
C -0.778 0.306 -1.405
C -0.087 0.902 -2.441
C 1.350 1.048 -2.410
C 1.972 0.635 -1.232
C 1.241 0.063 -0.148
C -1.628 0.955 1.862
Cl -2.602 0.107 3.169
Cl -0.142 1.763 2.436
H -0.853 -1.395 2.741
H 0.404 -0.492 2.080
H 0.105 -2.032 1.709
H -1.867 -1.032 0.744
H -1.897 0.210 -1.486
H -0.555 1.268 -3.395
H 2.046 1.485 -3.176
H 3.091 0.626 -1.148
H 1.613 -0.254 0.757
H -2.315 1.548 1.150



No. 8
85
Properties=species:S:1:pos:R:3 method="wB97M-V/def2-TZVPD" relative_energy_kcal_mol=32.1 smiles=COC[C@H](C)N.COC[C@H](C)N.COC[C@H](C)N.COC[C@H](C)N.COC[C@H](C)N lumo_energy_ha=0.02125
C 24.419 -17.541 -4.347
O 23.186 -17.607 -5.054
C 22.274 -16.667 -4.531
C 21.040 -16.659 -5.415
C 21.314 -16.141 -6.847
N 19.965 -15.837 -4.821
H 24.946 -16.637 -4.686
H 25.038 -18.389 -4.627
H 24.277 -17.444 -3.268
H 21.893 -16.967 -3.547
H 22.696 -15.656 -4.547
H 20.659 -17.672 -5.608
H 21.754 -16.887 -7.510
H 22.052 -15.328 -6.835
H 20.417 -15.698 -7.277
H 19.074 -16.215 -5.103
H 20.096 -15.883 -3.813
C 22.482 -14.235 2.933
O 22.752 -14.757 1.651
C 22.085 -14.111 0.586
C 21.323 -15.186 -0.219
C 20.337 -15.908 0.663
N 22.270 -16.192 -0.754
H 21.445 -14.459 3.207
H 22.618 -13.153 3.050
H 23.172 -14.702 3.634
H 21.427 -13.319 0.967
H 22.806 -13.581 -0.053
H 20.827 -14.680 -1.050
H 19.566 -15.225 1.050
H 20.766 -16.390 1.540
H 19.673 -16.597 0.135
H 23.132 -15.727 -1.042
H 22.602 -16.689 0.074
C 20.644 -17.709 9.833
O 21.703 -17.778 8.906
C 21.261 -18.021 7.602
C 22.389 -18.203 6.622
C 23.387 -17.057 6.565
N 21.879 -18.521 5.283
H 20.970 -17.898 10.852
H 19.968 -18.557 9.625
H 20.086 -16.779 9.682
H 20.636 -18.926 7.546
H 20.590 -17.194 7.312
H 22.861 -19.127 7.000
H 23.777 -16.775 5.596
H 24.220 -17.239 7.253
H 22.899 -16.240 7.112
H 22.424 -19.190 4.750
H 20.979 -18.999 5.332
C 24.685 -10.538 0.326
O 24.778 -9.897 1.592
C 23.914 -8.799 1.784
C 24.518 -7.949 2.908
C 23.583 -6.791 3.224
N 25.783 -7.330 2.454
H 25.516 -10.252 -0.328
H 23.768 -10.187 -0.154
H 24.716 -11.614 0.487
H 23.847 -8.200 0.868
H 22.886 -9.073 2.058
H 24.708 -8.554 3.790
H 23.314 -6.230 2.331
H 24.054 -6.129 3.952
H 22.691 -7.137 3.756
H 26.426 -8.078 2.206
H 25.647 -6.807 1.595
C 18.824 -18.446 3.628
O 18.810 -18.071 4.987
C 17.587 -17.476 5.403
C 17.576 -16.020 5.041
C 18.694 -15.276 5.810
N 16.308 -15.386 5.465
H 17.960 -19.019 3.284
H 19.689 -19.047 3.340
H 18.980 -17.520 3.061
H 16.725 -18.039 5.019
H 17.513 -17.585 6.489
H 17.741 -15.900 3.965
H 18.611 -14.215 5.582
H 19.662 -15.661 5.488
H 18.581 -15.466 6.877
H 16.378 -14.380 5.376
H 15.576 -15.688 4.826



No. 9
14
Properties=species:S:1:pos:R:3 method="wB97M-V/def2-TZVPD" relative_energy_kcal_mol=75.7 lumo_energy_ha=0.03217
C -0.319 -1.260 -0.454
C 0.601 -1.885 -1.086
C 0.353 1.183 0.917
C -1.474 -0.834 0.440
C -0.703 0.514 0.117
N 1.068 2.139 0.207
O 0.545 0.853 2.058
H 1.442 -1.275 -1.481
H 0.544 -2.944 -1.099
H -2.389 -0.741 -0.113
H -1.560 -1.255 1.431
H -1.063 0.944 -0.694
H 0.974 2.088 -0.781
H 1.981 2.473 0.538



No. 10
75
Properties=species:S:1:pos:R:3 method="wB97M-V/def2-TZVPD" smiles="C[N+](=O)[O-].CNC(C)=O.CNC(C)=O.CNC(C)=O.CNC(C)=O.CNC(C)=O.BrCCBr" lumo_energy_ha=-0.01390
C -3.782 2.818 -0.728
N -4.644 1.697 -0.234
O -5.888 1.781 -0.382
O -4.069 0.759 0.339
H -2.783 2.386 -0.762
H -3.684 3.613 0.012
H -4.024 3.293 -1.679
C -5.613 -0.156 -5.089
N -5.182 -0.683 -3.848
C -4.092 -0.440 -3.120
C -3.661 -1.435 -2.073
O -3.332 0.509 -3.283
H -5.117 -0.725 -5.876
H -5.376 0.895 -5.252
H -6.697 -0.172 -5.201
H -5.712 -1.436 -3.433
H -3.118 -2.279 -2.498
H -4.576 -1.883 -1.685
H -3.143 -0.953 -1.244
C 3.816 -4.425 -2.007
N 2.732 -3.459 -2.138
C 1.697 -3.498 -3.002
C 0.520 -2.623 -2.705
O 1.661 -4.286 -3.964
H 4.366 -4.498 -2.945
H 3.338 -5.364 -1.727
H 4.482 -4.088 -1.213
H 2.780 -2.699 -1.474
H -0.326 -3.126 -3.174
H 0.490 -1.578 -3.012
H 0.377 -2.705 -1.627
C -2.726 1.045 4.154
N -1.915 -0.157 4.375
C -0.587 -0.211 4.519
C 0.046 -1.578 4.764
O 0.079 0.827 4.469
H -3.631 0.848 3.578
H -2.153 1.902 3.801
H -3.103 1.359 5.128
H -2.552 -0.907 4.602
H 0.473 -2.121 3.921
H -0.681 -2.235 5.240
H 0.798 -1.520 5.552
C 3.525 0.234 -3.343
N 3.347 1.014 -2.123
C 3.783 2.270 -1.901
C 3.490 2.771 -0.540
O 4.369 2.888 -2.783
H 2.630 0.131 -3.957
H 3.709 -0.763 -2.942
H 4.429 0.475 -3.902
H 3.067 0.478 -1.313
H 4.463 2.628 -0.069
H 2.690 2.203 -0.063
H 3.212 3.825 -0.521
C 2.980 3.281 3.216
N 2.601 1.896 3.316
C 3.529 0.901 3.388
C 2.973 -0.456 3.502
O 4.721 1.048 3.274
H 3.281 3.689 4.182
H 2.240 3.958 2.788
H 3.767 3.351 2.466
H 1.701 1.627 3.686
H 2.480 -0.587 4.465
H 3.773 -1.178 3.337
H 2.215 -0.535 2.722
Br -0.173 2.611 0.345
C -0.444 0.672 -0.129
C -0.634 -0.074 1.157
Br -1.008 -1.945 0.593
H 0.357 0.296 -0.766
H -1.380 0.653 -0.689
H -1.460 0.266 1.782
H 0.281 -0.123 1.746



No. 11
38
Properties=species:S:1:pos:R:3 method="wB97M-V/def2-TZVPD" relative_energy_kcal_mol=19.7 total_charge=+1 lumo_energy_ha=-0.09614
C 0.154 0.656 -0.248
C -0.485 -0.685 -0.622
C -0.999 -0.438 -2.073
C -1.812 -0.907 0.196
C -2.081 -2.353 0.731
N 1.149 0.613 0.906
H 0.569 0.992 -1.224
H -0.518 1.521 0.024
H 0.333 -1.383 -0.469
H -1.514 -1.365 -2.395
H -0.256 -0.201 -2.819
H -1.781 0.309 -1.927
H -2.631 -0.744 -0.486
H -1.915 -0.072 0.913
H -1.921 -2.418 1.786
H -1.373 -2.949 0.189
H -3.072 -2.629 0.393
H 1.559 1.552 0.874
H 1.870 -0.005 0.518
H 0.751 0.302 1.803
H -1.951 2.815 -3.596
H -0.462 2.419 -3.848
O -1.368 2.239 -4.112
H 3.397 -1.933 1.866
H 3.065 -2.011 0.409
O 3.006 -1.402 1.157
H 1.952 -1.734 -1.364
H 3.355 -1.706 -1.891
O 2.757 -1.198 -1.321
H -0.387 -0.827 3.786
H 0.332 0.463 4.333
O 0.112 -0.031 3.542
H -3.793 2.756 -1.075
H -3.868 3.199 0.479
O -3.481 2.626 -0.182
H 3.854 0.729 1.637
H 3.994 2.213 2.302
O 3.457 1.588 1.809